# 1
56
Properties=species:S:1:pos:R:3:forces:R:3:mulliken_charge:R:1 method="wB97M-V/def2-TZVPD" total_charge=+1 e_homo_ev=-10.68 smiles=COC[C@@H]1CCC[N@H+]1[C@H](c1ccc(OC)cc1)c1cn(C)c2ccccc12
C 3.198 0.127 3.163 0.21 0.02 0.19 -0.886
O 2.527 -0.083 1.930 0.05 -0.27 -0.26 -0.126
C 3.232 -0.849 0.968 0.33 -0.07 0.38 -1.355
C 2.362 -0.952 -0.286 -0.73 0.09 -0.09 0.502
C 3.131 -0.891 -1.598 0.37 -0.47 -0.17 -0.806
C 2.372 0.030 -2.552 -0.11 0.03 -0.65 -0.649
C 1.290 0.760 -1.772 0.24 -0.07 0.13 -0.242
N 1.370 0.223 -0.348 1.31 0.45 -0.43 -0.208
C 0.050 0.083 0.369 -0.87 -0.69 1.07 1.482
C -0.476 -1.340 0.480 0.28 0.47 -0.14 -0.832
C -1.203 -1.982 -0.521 -0.01 -0.14 0.18 -0.495
C -1.820 -3.209 -0.264 0.08 -0.37 0.41 -1.030
C -1.678 -3.807 1.012 -0.48 0.43 -0.23 0.778
O -2.324 -4.940 1.400 0.27 0.29 -0.56 -0.441
C -3.094 -5.677 0.427 0.29 0.23 0.37 -0.819
C -0.903 -3.164 2.003 -0.27 -0.66 -0.37 -1.032
C -0.285 -1.969 1.715 -0.10 0.11 0.01 0.172
C -0.891 1.102 -0.138 -1.29 0.35 -0.60 -0.058
C -2.133 0.987 -0.766 1.21 0.82 0.62 -0.576
N -2.607 2.248 -1.049 0.41 0.07 0.23 0.092
C -3.925 2.542 -1.570 -0.31 -0.17 -0.08 -0.979
C -1.686 3.201 -0.612 -0.02 -0.66 0.10 -0.361
C -1.718 4.587 -0.688 0.43 0.49 0.17 -0.867
C -0.622 5.294 -0.166 -0.44 -0.33 -0.29 -0.727
C 0.470 4.619 0.406 0.11 -0.83 0.17 -0.973
C 0.487 3.214 0.489 -0.04 1.07 0.01 0.058
C -0.602 2.511 -0.020 -0.55 -0.35 -0.37 0.237
H 2.450 0.588 3.815 0.31 -0.05 0.00 0.285
H 3.561 -0.811 3.616 -0.24 0.19 -0.22 0.307
H 4.060 0.799 3.032 -0.21 -0.10 0.04 0.299
H 4.209 -0.374 0.737 -0.40 -0.17 0.12 0.481
H 3.415 -1.881 1.335 0.06 0.53 -0.07 0.504
H 1.754 -1.860 -0.216 0.01 0.30 -0.13 0.479
H 4.164 -0.542 -1.449 -0.34 -0.11 0.05 0.340
H 3.179 -1.904 -2.014 0.21 0.25 0.06 0.338
H 3.040 0.746 -3.037 -0.06 -0.18 0.05 0.324
H 1.883 -0.543 -3.344 0.24 0.02 0.05 0.313
H 1.466 1.843 -1.726 -0.25 -0.40 0.02 0.386
H 0.294 0.573 -2.190 0.29 0.08 0.38 0.227
H 1.850 0.938 0.210 -0.15 -0.03 -0.20 0.474
H 0.282 0.402 1.397 0.10 -0.32 -0.34 0.358
H -1.314 -1.518 -1.505 -0.02 -0.19 0.33 0.625
H -2.440 -3.679 -1.034 0.34 0.16 0.32 0.394
H -3.433 -6.543 0.996 -0.06 0.07 -0.32 0.253
H -3.954 -5.091 0.072 0.26 -0.15 0.11 0.330
H -2.464 -5.992 -0.420 -0.19 0.10 0.27 0.341
H -0.829 -3.624 2.985 0.04 0.03 -0.22 0.446
H 0.351 -1.486 2.461 -0.33 -0.10 -0.14 0.490
H -2.706 0.107 -1.021 0.00 0.20 0.09 0.697
H -3.967 3.601 -1.841 -0.10 -0.32 -0.02 0.310
H -4.119 1.925 -2.454 0.05 0.25 0.09 0.339
H -4.710 2.320 -0.832 0.26 0.19 -0.12 0.315
H -2.565 5.085 -1.156 0.27 0.12 0.19 0.267
H -0.606 6.384 -0.206 -0.06 -0.36 -0.03 0.380
H 1.314 5.186 0.804 -0.30 -0.12 -0.12 0.413
H 1.314 2.689 0.973 -0.10 0.28 -0.03 0.426



# 2
19
Properties=species:S:1:pos:R:3:forces:R:3:mulliken_charge:R:1 method="wB97M-V/def2-TZVPD" total_charge=0 e_homo_ev=-9.19 smiles="CC(=O)N1C[C@@H]2C[C@@H]2N1"
C -0.178 2.394 -0.500 3.17 3.18 -6.25 -0.950
C -0.401 1.086 -1.159 -0.47 -1.95 -3.82 0.717
O -0.609 0.725 -2.345 0.85 2.27 0.89 -0.712
N -0.568 0.103 -0.309 0.19 4.66 3.74 0.202
C -0.519 -1.237 -0.465 -1.55 -4.51 -0.33 -0.721
C 0.753 -1.502 0.370 1.94 -4.73 -2.13 0.119
C 0.731 -1.827 1.951 -1.96 1.23 -1.17 -0.660
C 0.936 -0.454 1.256 1.29 0.90 2.81 -0.466
N -0.094 0.511 1.069 -4.00 -2.96 0.93 -0.398
H -0.858 2.381 0.240 -1.44 0.97 3.07 0.370
H 0.955 2.792 -0.417 -2.70 -1.48 0.63 0.219
H -0.536 3.091 -1.349 0.26 -0.62 1.39 0.304
H -0.534 -1.680 -1.666 -0.02 1.62 3.89 0.271
H -1.476 -1.528 0.208 1.86 -0.72 -1.90 0.250
H 1.715 -1.796 -0.229 -2.06 -0.05 1.21 0.264
H -0.361 -1.819 2.535 3.23 -0.77 -1.65 0.178
H 1.694 -2.328 2.254 -1.68 0.54 0.29 0.310
H 1.893 -0.065 1.442 1.17 0.84 -0.08 0.369
H -0.926 0.099 1.705 1.94 1.55 -1.52 0.332



# 3
16
Properties=species:S:1:pos:R:3:forces:R:3:mulliken_charge:R:1 method="wB97M-V/def2-TZVPD" total_charge=+1 e_homo_ev=-13.70 smiles="CC1=CC(=[NH2+])N(I)C1"
C -1.746 -0.279 -1.700 -2.15 0.78 0.72 -1.520
C -0.689 -0.124 -0.668 -1.68 0.00 0.48 0.579
C -0.174 -1.129 0.016 3.00 1.80 3.47 -0.421
C 1.028 -0.329 1.025 -3.84 -0.85 -4.34 0.568
N 1.816 -0.945 1.836 1.31 1.37 1.60 -0.341
N 0.965 0.934 0.625 0.63 -0.48 0.35 -0.404
I 1.902 2.598 1.387 0.03 -0.60 0.01 0.304
C -0.119 1.208 -0.351 0.56 -1.14 1.98 -0.585
H -1.195 -0.700 -2.442 1.35 -0.95 -3.01 0.394
H -2.294 0.598 -2.087 0.85 0.02 0.45 0.346
H -2.557 -1.012 -1.585 0.46 0.00 0.95 0.372
H -0.467 -2.157 0.249 0.26 0.44 -0.53 0.337
H 1.710 -1.869 2.123 -0.76 -1.95 -0.25 0.251
H 2.351 -0.483 2.557 0.27 0.76 -0.31 0.240
H 0.169 1.767 -1.174 1.29 0.73 -1.87 0.466
H -0.700 1.922 0.188 -1.58 0.06 0.30 0.415



# 4
21
Properties=species:S:1:pos:R:3:forces:R:3:mulliken_charge:R:1 method="wB97M-V/def2-TZVPD" total_charge=0 e_homo_ev=-8.35
C 2.941 0.757 -0.147 -2.64 -1.16 0.63 -0.521
C 2.511 0.087 1.018 0.29 1.34 -0.56 -0.406
C 1.973 1.035 -1.118 0.68 -1.89 4.13 -0.655
C 1.203 -0.321 1.190 -1.33 0.14 -1.77 -0.422
C 0.705 0.624 -0.930 -2.12 -1.10 1.52 -0.146
C 0.206 -0.094 0.206 3.10 0.64 -1.72 0.346
C -2.201 0.034 0.429 3.15 -1.51 -2.17 -0.458
C -3.186 1.989 0.346 -2.16 -1.03 -0.25 -0.447
C -1.129 -0.677 0.042 -1.14 -1.14 2.31 0.298
C -1.249 -2.159 -0.377 1.73 2.06 -0.58 -1.556
O -2.067 1.389 0.504 0.30 1.47 0.98 -0.127
H 3.939 0.848 -0.371 2.25 0.79 -0.10 0.445
H 3.125 0.010 1.904 0.56 -0.41 -0.31 0.349
H 2.090 1.532 -1.960 1.47 2.20 -3.83 0.518
H 1.028 -0.940 2.013 -0.66 -0.60 1.36 0.444
H 0.048 0.815 -1.739 -0.89 0.14 -0.54 0.341
H -3.148 -0.300 0.225 -2.45 -0.57 0.09 0.563
H -3.091 3.047 0.398 1.18 1.36 0.16 0.223
H -1.128 -2.914 0.330 0.48 -0.79 1.90 0.367
H -0.454 -2.329 -1.092 0.31 -0.04 -0.27 0.370
H -2.117 -2.433 -0.871 -2.09 0.11 -0.99 0.473